Molecular formula: C42H118N8O13
Method: DFT, the ωB97M-V functional and the def2-TZVPD basis

## Properties
ΔE to the lowest compared entry with this formula, charge and spin: 665.4 kJ/mol
Energy: -83994.2199 eV
Charge: 0

Geometry as XYZ:
```
181
Properties=species:S:1:pos:R:3:lowdin_charge:R:1
C -0.74217 0.34165 10.93026 -0.06
C -1.23121 1.13192 9.67939 -0.43
C -0.47421 0.73477 8.46596 -0.23
O -0.85472 1.45480 7.30410 -0.21
C -0.06680 1.10149 6.14486 -0.09
N -2.69490 0.95602 9.61746 0.03
H -0.81677 -0.73415 10.77150 0.07
H -1.42764 0.58760 11.74127 0.07
H 0.28413 0.54156 11.23825 0.07
H -1.28903 2.18520 9.95392 0.14
H -0.53310 -0.32542 8.21973 0.13
H 0.57375 1.02545 8.53943 0.12
H -0.32631 1.73986 5.30033 0.09
H -0.09495 0.03630 5.91536 0.09
H 0.94148 1.44463 6.37664 0.08
H -2.99840 0.04120 9.91928 0.06
H -2.89619 1.26568 8.67741 0.06
C 9.53762 -3.54896 2.78013 -0.07
C 8.06078 -3.86763 2.71751 -0.42
C 7.28767 -2.74678 2.01428 -0.24
O 7.45758 -1.49079 2.67261 -0.18
C 6.96445 -0.42665 1.84581 -0.10
N 7.69752 -5.20543 2.13499 0.05
H 9.69110 -2.53068 3.13742 0.07
H 10.08498 -3.50372 1.83861 0.08
H 10.08839 -4.20327 3.45587 0.08
H 7.63494 -3.71078 3.70855 0.14
H 6.26004 -3.04069 1.80046 0.12
H 7.61762 -2.62241 0.98289 0.11
H 7.58942 -0.19036 0.98460 0.09
H 7.08209 0.51578 2.38068 0.08
H 5.88118 -0.52956 1.78251 0.09
H 6.69666 -5.30956 2.04810 0.06
H 8.06474 -5.11089 1.19887 0.06
C 0.36485 7.14219 -9.83318 -0.05
C 0.23870 5.70405 -9.21597 -0.38
C 0.57427 5.76158 -7.68498 -0.18
O 2.02560 5.98240 -7.61196 -0.21
C 2.49430 6.31369 -6.31999 -0.14
N -1.16202 5.16314 -9.21086 0.02
H -0.34997 7.83813 -9.39410 0.07
H 0.06120 7.28044 -10.87087 0.07
H 1.38598 7.51054 -9.73460 0.07
H 0.96664 5.00045 -9.61989 0.13
H 0.50914 4.83306 -7.11779 0.12
H -0.02991 6.57574 -7.28472 0.12
H 1.86571 7.00825 -5.76272 0.08
H 3.44459 6.84276 -6.39174 0.08
H 2.61525 5.50401 -5.60035 0.08
H -1.09305 4.24869 -8.78763 0.06
H -1.70038 5.82704 -8.67280 0.06
C -0.95252 -5.17587 4.50786 -0.04
C -1.00274 -5.90259 5.88567 -0.46
C 0.35773 -5.93541 6.63786 -0.23
O 1.22292 -6.85002 6.04321 -0.20
C 2.09197 -7.60989 6.92134 -0.07
N -2.06450 -5.38971 6.66367 0.02
H -1.83568 -5.47407 3.94289 0.06
H -0.13685 -5.56954 3.90139 0.07
H -1.08446 -4.10212 4.64114 0.08
H -1.18916 -6.96527 5.73059 0.13
H 0.18370 -6.04571 7.70821 0.11
H 0.79048 -4.93501 6.64247 0.12
H 2.75674 -7.00394 7.53698 0.08
H 2.76830 -8.24247 6.34643 0.08
H 1.36323 -8.19692 7.48029 0.09
H -2.89624 -5.13998 6.14797 0.07
H -2.30477 -6.18160 7.24272 0.08
C -0.99215 0.23613 0.10739 -0.08
C -0.56321 0.37611 -1.31356 -0.43
C 0.85385 0.97042 -1.41105 -0.17
O 0.78751 2.36024 -1.05978 -0.20
C 2.04621 2.96645 -1.03988 -0.13
N -0.67590 -0.97787 -1.88166 0.04
H -2.06049 0.26732 0.32134 0.08
H -0.61171 1.05242 0.72143 0.08
H -0.53985 -0.63604 0.57945 0.08
H -1.28952 1.01555 -1.81527 0.13
H 1.31137 1.04292 -2.39772 0.12
H 1.53720 0.45646 -0.73505 0.12
H 2.42017 3.19049 -2.03891 0.08
H 2.82662 2.31086 -0.65353 0.08
H 2.03909 3.91132 -0.49652 0.09
H -0.81231 -0.89045 -2.87858 0.06
H -1.45986 -1.51006 -1.53198 0.07
C 2.67708 -5.98923 -0.49595 -0.08
C 1.48912 -5.28446 -1.02319 -0.46
C 1.61089 -5.05384 -2.63301 -0.17
O 2.82207 -4.45884 -3.12189 -0.20
C 2.97829 -3.09626 -2.66264 -0.09
N 0.29884 -6.09485 -0.82137 0.02
H 2.61826 -6.21534 0.56872 0.08
H 3.56270 -5.40137 -0.73722 0.07
H 2.81570 -6.87160 -1.12069 0.09
H 1.28936 -4.35842 -0.48407 0.12
H 0.72467 -4.52601 -2.98530 0.10
H 1.52289 -5.99332 -3.17867 0.12
H 3.04194 -2.98645 -1.58006 0.08
H 2.10420 -2.50949 -2.94508 0.07
H 3.86017 -2.76971 -3.21378 0.09
H -0.43769 -5.57076 -1.27187 0.06
H 0.20122 -6.08617 0.18387 0.07
C 4.48783 -0.66588 -7.51311 -0.11
C 4.49721 0.71496 -7.08468 -0.39
C 5.83698 1.27929 -6.42144 -0.20
O 5.45727 2.52875 -5.87116 -0.22
C 6.42002 3.04423 -4.92025 -0.09
N 4.21142 1.62010 -8.32532 0.05
H 3.50432 -0.95972 -7.87980 0.08
H 4.76170 -1.39991 -6.75529 0.08
H 5.12879 -0.81491 -8.38205 0.08
H 3.71598 0.86935 -6.34041 0.13
H 6.63043 1.42150 -7.15514 0.12
H 6.21001 0.66059 -5.60525 0.12
H 6.35905 4.12721 -5.02765 0.08
H 7.41825 2.80658 -5.28787 0.08
H 6.19262 2.84401 -3.87320 0.08
H 5.11320 1.84058 -8.72317 0.05
H 3.93188 2.50401 -7.92448 0.05
C -11.20401 -0.20997 4.01817 -0.08
C -10.95781 0.27037 2.62496 -0.41
C -9.42523 0.72617 2.40693 -0.19
O -9.35316 1.08281 1.02802 -0.23
C -8.02897 1.60197 0.57187 -0.06
N -11.13832 -0.85592 1.72487 0.02
H -12.26382 -0.32336 4.24630 0.08
H -10.78243 0.49442 4.73526 0.08
H -10.73122 -1.18192 4.15919 0.08
H -11.66633 1.03531 2.30722 0.14
H -8.69474 -0.07307 2.53223 0.12
H -9.11426 1.57682 3.01339 0.11
H -7.32151 0.79314 0.38914 0.07
H -7.60458 2.36283 1.22691 0.08
H -7.93882 1.90728 -0.47061 0.08
H -10.61196 -1.65352 2.05179 0.06
H -10.79437 -0.61667 0.80587 0.06
C -2.37628 6.33649 -2.78233 -0.09
C -3.10220 5.03188 -2.28655 -0.29
O -4.46731 5.39943 -2.15174 -0.09
H -1.28890 6.27450 -2.73921 0.06
H -2.49691 7.22205 -2.15838 0.07
H -2.75697 6.60660 -3.76734 0.06
H -2.80984 4.78262 -1.26652 0.11
H -2.83622 4.23295 -2.97871 0.10
H -4.70158 5.74609 -3.01577 0.07
C 6.02783 7.41992 1.06191 -0.09
C 6.86321 8.47523 0.31231 -0.33
O 6.42836 9.75298 0.73818 -0.07
H 5.07669 7.43978 0.52991 0.07
H 5.83708 7.62139 2.11600 0.07
H 6.42804 6.41463 0.93028 0.07
H 6.79322 8.19619 -0.73904 0.10
H 7.92283 8.43165 0.56414 0.10
H 6.88825 10.38388 0.17955 0.08
C -6.21119 -0.21202 5.74864 -0.10
C -4.93179 0.02435 4.99453 -0.32
O -4.28844 -1.24288 5.06109 -0.10
H -6.68714 -1.07806 5.28870 0.07
H -6.87574 0.60547 5.46904 0.07
H -5.96202 -0.43081 6.78698 0.08
H -4.31014 0.80112 5.43983 0.11
H -5.12967 0.30704 3.96059 0.11
H -3.89245 -1.35387 5.92854 0.08
C -2.63111 -0.92314 -6.50180 -0.10
C -2.56602 -2.41084 -6.62786 -0.32
O -3.81397 -3.03095 -6.96748 -0.09
H -3.16322 -0.72919 -5.57049 0.07
H -3.11477 -0.33755 -7.28364 0.08
H -1.71498 -0.33271 -6.48726 0.07
H -2.24601 -2.82794 -5.67302 0.11
H -1.94765 -2.69718 -7.47858 0.11
H -3.69289 -3.98192 -6.91652 0.08
C -4.90115 -4.21160 0.61788 -0.08
C -5.72394 -3.55939 -0.46719 -0.35
O -4.96750 -2.95048 -1.48895 -0.08
H -4.46617 -5.09852 0.15715 0.07
H -5.51328 -4.61306 1.42549 0.08
H -4.02566 -3.61437 0.87268 0.08
H -6.28451 -2.73938 -0.01836 0.10
H -6.40291 -4.27157 -0.93613 0.11
H -5.53652 -2.91462 -2.26131 0.08
```


Molecular formula: C8H17N3
Method: DFT, the ωB97M-V functional and the def2-TZVPD basis

## Properties
ΔE to the lowest compared entry with this formula, charge and spin: 72.2 kJ/mol
Energy: -13023.7953 eV
Charge: +2

Geometry as XYZ:
```
28
Properties=species:S:1:pos:R:3:lowdin_charge:R:1
C 3.19068 0.64937 3.08822 -0.04
C 2.89083 1.37565 4.14215 -0.05
C 3.14205 1.16139 1.72649 -0.21
C 2.98169 2.74251 1.60210 -0.18
C 2.20545 2.67139 3.88978 -0.12
C 3.52972 3.46113 0.36643 -0.04
C -6.12318 -5.37421 -3.92562 -0.01
C -6.06621 -4.43130 -5.00041 -0.10
N -7.09162 -3.82541 -5.37222 0.26
N 2.78767 3.53419 2.80680 0.04
N 3.40086 0.36319 0.65459 0.13
H 3.63061 -0.35821 3.36404 0.15
H 3.25895 1.16882 5.08030 0.10
H 1.16730 2.53121 3.57652 0.15
H 2.12787 3.21249 4.76788 0.11
H 4.54544 3.64456 0.46690 0.06
H 3.14191 4.44976 0.36828 0.06
H 3.40026 2.89545 -0.60246 0.10
H -5.45325 -5.03865 -3.20353 0.09
H -5.61326 -6.39692 -4.09268 0.16
H -7.13536 -5.59535 -3.60206 0.11
H -5.08644 -4.07013 -5.22735 0.16
H -7.09580 -3.08586 -6.02383 0.15
H -7.93362 -4.38982 -5.16826 0.18
H 3.81722 3.82148 3.06025 0.23
H 2.20934 4.46501 2.64445 0.25
H 3.28631 0.92798 -0.23467 0.13
H 2.88457 -0.50970 0.84793 0.13
```


Molecular formula: C16H54O11
Method: DFT, the ωB97M-V functional and the def2-TZVPD basis

## Properties
ΔE to the lowest compared entry with this formula, charge and spin: 497.8 kJ/mol
SMILES: CCO.CCO.CCO.CCO.CCO.CO.CO.CO.CO.CO.CO
Energy: -39984.3746 eV
Charge: 0

Geometry as XYZ:
```
81
Properties=species:S:1:pos:R:3:lowdin_charge:R:1
C 1.91122 0.02764 1.00045 -0.05
C 1.59261 0.89487 -0.20440 -0.25
O 0.22898 0.60677 -0.63418 -0.10
H 1.27831 0.29628 1.83048 0.06
H 2.92703 0.12148 1.35588 0.09
H 1.77536 -0.99385 0.77242 0.02
H 2.15470 0.59984 -1.01042 0.04
H 1.76988 1.95891 -0.12868 0.11
H 0.07844 1.13868 -1.43608 0.03
C -3.87043 -0.36641 -0.17642 -0.05
C -3.35432 0.99568 -0.36439 -0.38
O -3.94694 1.54089 -1.47046 -0.07
H -4.93438 -0.43032 -0.14673 0.08
H -3.48774 -0.77327 0.76752 0.08
H -3.48408 -0.99731 -0.93398 0.05
H -2.34410 1.04788 -0.72804 0.07
H -3.41112 1.62037 0.54054 0.12
H -3.64962 2.45452 -1.61826 0.09
C 3.34717 -1.97690 -1.75181 -0.05
C 4.11243 -0.72825 -2.14621 -0.30
O 3.51218 -0.03237 -3.20377 -0.08
H 2.41374 -1.71191 -1.27763 0.05
H 3.86007 -2.57629 -0.99774 0.09
H 3.14685 -2.58736 -2.59788 0.08
H 5.14548 -0.82049 -2.43636 0.12
H 4.05468 -0.15745 -1.21757 0.10
H 3.99430 0.77025 -3.33282 0.09
C -0.88285 4.46954 3.00771 -0.07
C -0.36813 3.83998 1.68259 -0.27
O -1.55901 3.60987 0.88489 -0.10
H -1.57415 5.30781 2.81304 0.08
H -0.15260 4.80454 3.71570 0.06
H -1.55184 3.72305 3.49069 0.06
H 0.22373 2.91413 1.77672 0.10
H 0.17365 4.56743 1.13437 0.09
H -1.35393 3.29952 0.01086 0.01
C 0.69833 -2.76349 5.12944 -0.05
C -0.15521 -2.31809 3.89004 -0.30
O -0.57475 -3.30151 2.99702 -0.09
H 1.74506 -2.82951 4.88435 0.05
H 0.39504 -3.63453 5.66549 0.06
H 0.72308 -1.82930 5.77611 0.09
H 0.37483 -1.52696 3.38677 0.08
H -1.10799 -1.89631 4.25234 0.11
H -0.96001 -2.92834 2.19745 0.06
C -1.65962 0.67607 2.80619 -0.14
O -2.69687 -0.04755 3.47546 -0.10
H -1.57652 0.48813 1.76570 0.04
H -0.65395 0.54522 3.15407 0.06
H -1.81310 1.73970 2.91439 0.05
H -3.55038 0.33435 3.26190 0.08
C -0.86898 -2.80243 -0.19172 -0.15
O -0.77837 -1.80315 0.72456 -0.14
H 0.09117 -3.11221 -0.63997 0.09
H -1.52097 -2.36568 -1.01286 0.09
H -1.34598 -3.58960 0.24909 0.06
H -0.37957 -0.99847 0.36036 0.05
C 1.04669 0.79324 -4.70586 -0.09
O 0.92173 -0.26723 -3.67186 -0.14
H 1.81639 1.51620 -4.57796 0.06
H 0.07539 1.21714 -4.84323 0.06
H 1.25364 0.34778 -5.64611 0.07
H 1.75418 -0.46579 -3.21406 0.03
C 2.38661 -3.57908 1.42282 -0.13
O 1.59858 -4.59170 2.17514 -0.12
H 1.84796 -3.03595 0.63458 0.02
H 3.06112 -4.10007 0.79500 0.05
H 2.92500 -2.84189 2.08550 0.09
H 0.88533 -4.11105 2.60776 0.00
C -2.01082 -0.27477 -3.32934 -0.19
O -1.55859 -1.56284 -3.28338 -0.10
H -1.96945 0.05254 -4.36168 0.08
H -1.54254 0.38777 -2.62808 0.05
H -3.06736 -0.31133 -3.00081 0.09
H -0.62131 -1.53090 -3.25504 0.03
C 0.18681 3.33890 -2.61776 -0.08
O -0.97206 2.87713 -1.83786 -0.15
H 0.58626 4.24638 -2.22437 0.07
H 0.03395 3.64303 -3.63123 0.08
H 1.01175 2.60042 -2.61741 0.08
H -1.81005 3.15795 -2.29099 0.12
```


| no. | E_HOMO (eV) |
| --- | --- |
| 1 | -9.0 |
| 2 | -13.0 |
| 3 | -9.4 |